[1]
The following is a quantum chemistry calculation of 11 unconnected molecules or ions with the total composition C35H95F3N7O16S at a distorted geometry, from the Open Molecules 2025 dataset.

Structure (ORCA input):
```
! RIJCOSX wB97M-V def2-TZVPD def2/J DEFGRID3
* xyz -1 1
C -0.52 0.83 -1.53
F -0.07 1.90 -0.81
F -1.87 0.79 -1.51
F -0.05 0.87 -2.82
S 0.19 -0.74 -0.61
O -0.46 -1.90 -1.25
O 1.62 -0.84 -0.85
O -0.10 -0.68 0.81
C 4.80 -2.91 -2.62
C 4.47 -1.38 -2.84
O 3.06 -1.15 -3.13
O 6.16 -3.13 -2.23
H 4.62 -3.44 -3.56
H 4.05 -3.15 -1.88
H 5.08 -1.00 -3.65
H 4.80 -0.76 -2.00
H 2.51 -1.10 -2.35
H 6.34 -4.00 -1.86
C 5.21 0.63 2.19
C 4.38 -0.23 1.21
O 3.46 0.59 0.55
O 5.86 -0.08 3.23
H 4.54 1.38 2.60
H 5.91 1.25 1.65
H 3.77 -0.99 1.69
H 5.01 -0.68 0.45
H 2.85 0.11 -0.01
H 6.37 0.61 3.68
C -3.67 -1.86 -2.21
C -4.76 -0.73 -2.06
O -5.77 -1.10 -1.14
O -4.17 -2.83 -3.19
H -3.52 -2.29 -1.23
H -2.76 -1.36 -2.56
H -5.30 -0.53 -2.99
H -4.31 0.19 -1.67
H -6.40 -1.62 -1.63
H -4.98 -3.22 -2.85
C -3.81 6.56 4.18
C -3.62 5.09 3.95
C -2.36 4.84 3.05
O -2.76 5.31 1.78
C -1.78 5.14 0.75
N -3.39 4.56 5.28
H -3.91 7.22 3.32
H -3.09 7.02 4.86
H -4.72 6.68 4.77
H -4.55 4.77 3.48
H -2.15 3.77 3.00
H -1.46 5.37 3.35
H -2.14 5.55 -0.19
H -1.50 4.10 0.59
H -0.95 5.81 0.97
H -4.13 4.86 5.91
H -3.56 3.56 5.31
C 1.83 4.25 -2.04
C 2.53 5.29 -1.12
C 2.26 6.77 -1.52
O 2.90 7.09 -2.72
C 3.23 8.46 -2.81
N 2.07 4.95 0.26
H 2.20 4.36 -3.06
H 0.81 4.63 -2.08
H 1.94 3.21 -1.73
H 3.60 5.11 -1.20
H 2.53 7.46 -0.72
H 1.17 6.83 -1.59
H 4.03 8.58 -3.55
H 3.55 8.93 -1.88
H 2.44 9.05 -3.27
H 2.06 3.94 0.20
H 2.70 5.32 0.96
C 0.94 2.26 2.34
C 0.98 1.26 3.49
C -0.35 1.04 4.22
O -0.45 0.19 5.33
C -0.10 0.92 6.52
N 1.43 -0.01 2.86
H 1.11 3.24 2.78
H -0.01 2.15 1.81
H 1.79 2.22 1.66
H 1.67 1.57 4.28
H -0.98 0.56 3.47
H -0.85 2.00 4.36
H -0.85 1.67 6.80
H 0.88 1.38 6.45
H 0.07 0.26 7.37
H 2.29 0.24 2.41
H 0.72 -0.20 2.17
C -0.55 -5.81 -1.71
C 0.63 -5.24 -2.48
C 1.49 -6.27 -3.29
O 2.71 -5.82 -3.80
C 3.18 -6.56 -4.99
N 0.05 -4.19 -3.30
H -1.26 -6.25 -2.42
H -1.20 -5.05 -1.26
H -0.32 -6.54 -0.94
H 1.27 -4.82 -1.70
H 0.82 -6.66 -4.05
H 1.83 -7.14 -2.72
H 3.14 -7.64 -4.85
H 4.14 -6.12 -5.25
H 2.54 -6.28 -5.83
H 0.03 -3.36 -2.73
H 0.65 -3.85 -4.04
C -2.95 -3.86 3.86
C -2.04 -3.40 2.70
C -2.67 -3.51 1.27
O -2.90 -4.85 1.00
C -3.83 -5.06 -0.05
N -1.73 -2.00 2.92
H -3.80 -3.19 4.04
H -2.39 -3.99 4.78
H -3.38 -4.83 3.61
H -1.07 -3.89 2.69
H -1.90 -3.13 0.60
H -3.51 -2.82 1.24
H -4.83 -5.09 0.37
H -3.65 -6.05 -0.48
H -3.77 -4.39 -0.91
H -2.64 -1.56 2.83
H -1.28 -1.70 2.07
C -2.61 3.71 -3.57
C -3.68 3.44 -4.71
C -4.21 2.00 -4.52
O -5.06 1.68 -5.67
C -6.07 0.75 -5.49
N -4.72 4.47 -4.59
H -2.26 4.75 -3.54
H -1.75 3.05 -3.69
H -3.00 3.61 -2.56
H -3.16 3.47 -5.67
H -4.74 1.99 -3.57
H -3.41 1.27 -4.45
H -6.83 1.10 -4.81
H -5.69 -0.24 -5.23
H -6.55 0.56 -6.46
H -5.34 4.35 -5.38
H -4.21 5.32 -4.74
C 1.83 -3.29 0.96
C 2.55 -4.11 2.11
C 3.72 -3.39 2.83
O 4.36 -4.27 3.70
C 5.62 -3.88 4.28
N 1.52 -4.51 3.06
H 2.64 -2.80 0.42
H 1.15 -2.51 1.29
H 1.22 -3.97 0.36
H 2.87 -5.06 1.68
H 3.32 -2.51 3.33
H 4.50 -3.12 2.12
H 5.38 -3.35 5.20
H 6.22 -3.21 3.66
H 6.25 -4.74 4.50
H 0.87 -5.02 2.48
H 1.85 -5.24 3.68
*
```

Summary:
highest occupied orbital energy: -0.21079 Eh
electronic energy: -3675.2474 Ha
strongest force on any atom: 3.36 eV Å⁻¹
ΔE to the lowest compared entry with this formula, charge and spin: 68.0 kcal/mol

=====

[2]
The following is a quantum chemistry calculation of 10 unconnected molecules or ions with the total composition C35H95N5O10 at a distorted geometry, from the Open Molecules 2025 dataset.

Structure (ORCA input):
```
! RIJCOSX wB97M-V def2-TZVPD def2/J DEFGRID3
* xyz 0 1
C 17.67 11.31 13.55
O 18.06 12.23 12.55
C 18.10 13.50 13.09
C 18.77 14.47 12.07
C 17.99 14.55 10.78
N 20.09 14.17 11.63
H 17.68 10.29 13.16
H 16.63 11.40 13.87
H 18.44 11.26 14.33
H 17.09 13.81 13.34
H 18.58 13.59 14.07
H 18.90 15.49 12.43
H 17.20 15.29 10.90
H 17.58 13.57 10.54
H 18.45 14.89 9.85
H 20.11 13.20 11.35
H 20.69 14.20 12.44
C 8.81 14.10 11.75
O 8.61 15.20 10.80
C 9.66 15.21 9.86
C 9.32 16.03 8.54
C 10.35 15.68 7.45
N 9.19 17.50 8.81
H 7.93 14.14 12.39
H 9.75 14.16 12.30
H 8.82 13.11 11.28
H 10.56 15.62 10.33
H 9.93 14.22 9.50
H 8.31 15.68 8.28
H 10.28 14.61 7.27
H 11.30 16.04 7.82
H 10.12 16.17 6.50
H 8.55 17.94 8.16
H 8.61 17.58 9.63
C 10.97 12.76 14.38
O 12.33 12.40 14.17
C 12.43 10.96 14.06
C 13.91 10.53 14.16
C 14.21 9.22 13.54
N 14.29 10.48 15.52
H 10.97 13.85 14.27
H 10.68 12.41 15.37
H 10.37 12.22 13.65
H 11.88 10.28 14.70
H 12.07 10.74 13.06
H 14.50 11.27 13.63
H 15.23 8.89 13.72
H 13.98 9.19 12.47
H 13.53 8.45 13.89
H 15.26 10.20 15.66
H 14.33 11.42 15.89
C 14.48 17.03 18.06
O 14.61 15.65 17.85
C 13.51 15.00 17.16
C 13.74 13.47 17.09
C 13.87 12.77 18.42
N 14.99 13.19 16.42
H 15.20 17.44 18.77
H 13.53 17.32 18.50
H 14.59 17.49 17.08
H 12.60 15.24 17.71
H 13.38 15.33 16.13
H 12.94 13.05 16.49
H 14.69 13.10 19.06
H 13.84 11.68 18.35
H 13.02 13.06 19.03
H 15.68 13.76 16.89
H 14.96 13.50 15.45
C 11.32 10.46 10.05
O 10.85 9.54 11.01
C 9.43 9.35 10.87
C 9.02 7.96 11.50
C 7.57 7.53 11.13
N 9.16 7.99 12.95
H 11.18 9.97 9.09
H 12.38 10.69 10.17
H 10.75 11.39 10.07
H 8.82 10.16 11.26
H 9.15 9.30 9.81
H 9.68 7.17 11.15
H 7.20 6.63 11.62
H 7.40 7.38 10.06
H 6.90 8.29 11.52
H 10.04 8.36 13.27
H 9.02 7.05 13.29
C 14.48 13.18 11.51
C 14.17 14.49 12.27
C 12.80 15.15 12.01
O 14.28 14.26 13.68
H 13.78 12.44 11.89
H 15.52 12.94 11.73
H 14.45 13.26 10.42
H 14.92 15.23 11.97
H 11.93 14.51 12.18
H 12.69 15.52 10.99
H 12.84 16.02 12.66
H 13.50 13.77 13.94
C 17.52 7.23 10.66
C 16.57 8.39 10.90
C 16.67 9.46 9.79
O 15.31 7.87 10.84
H 18.54 7.58 10.80
H 17.41 6.82 9.65
H 17.51 6.49 11.46
H 16.65 8.83 11.89
H 17.61 10.00 9.87
H 15.90 10.23 9.85
H 16.66 9.10 8.76
H 15.27 7.57 9.93
C 10.90 9.97 17.49
C 11.57 8.62 17.47
C 11.07 7.69 16.29
O 12.95 8.74 17.44
H 11.22 10.63 18.30
H 9.82 9.89 17.57
H 11.16 10.54 16.59
H 11.34 8.13 18.42
H 10.00 7.49 16.42
H 11.72 6.81 16.26
H 11.16 8.21 15.34
H 13.19 9.26 16.67
C 16.74 8.34 17.52
C 17.92 8.12 18.44
C 18.14 6.64 18.86
O 19.10 8.64 17.85
H 16.95 7.82 16.58
H 16.49 9.38 17.31
H 15.89 7.91 18.02
H 17.75 8.64 19.39
H 18.25 5.98 18.00
H 17.39 6.17 19.50
H 19.14 6.62 19.30
H 19.40 7.93 17.27
C 9.55 15.57 17.11
C 8.56 15.51 15.95
C 7.76 14.23 15.85
O 7.77 16.65 15.86
H 9.06 15.21 18.00
H 10.03 16.54 17.27
H 10.36 14.85 16.96
H 9.07 15.64 15.00
H 7.21 14.20 14.90
H 7.07 14.12 16.69
H 8.37 13.33 15.89
H 7.49 16.66 14.95
*
```

Summary:
highest occupied orbital energy: -0.32868 Eh
SMILES string: COC[C@H](C)N.COC[C@H](C)N.COC[C@H](C)N.COC[C@H](C)N.COC[C@H](C)N.CC(C)O.CC(C)O.CC(C)O.CC(C)O.CC(C)O
electronic energy: -2416.5029 Ha
strongest force on any atom: 2.69 eV Å⁻¹
ΔE to the lowest compared entry with this formula, charge and spin: 31.4 kcal/mol